Density functional theory data (wB97M-V/def2-TZVPD) for a 3-piece molecular cluster, C4H16NO3 overall in a non-equilibrium geometry.

XYZ file:
```
24
Properties=species:S:1:pos:R:3:forces:R:3:lowdin_charge:R:1
O -1.274536 -2.404117 -0.754006 -0.528 0.010 -1.024 -0.140
C 0.060473 -1.881810 -1.098048 0.128 -4.942 1.292 -0.309
C 0.097329 -0.499034 -0.792557 0.549 7.076 -0.135 -0.203
N 0.610841 -0.016093 0.627256 1.119 -0.235 -3.258 -0.005
C 1.252952 1.351761 0.756091 -1.280 1.271 -1.285 -0.276
C 2.045620 1.827543 -0.469944 1.231 0.888 0.626 -0.164
H -1.841634 -2.511232 -1.538632 0.427 0.202 0.421 0.096
H 0.575215 -2.556447 -0.271771 0.418 1.504 -2.230 0.129
H 0.309195 -2.078481 -2.176562 0.006 -0.152 1.260 0.138
H 0.614948 0.312146 -1.501527 -1.048 -2.645 1.150 0.151
H -0.944929 -0.188166 -0.823989 0.089 0.357 0.111 0.096
H 1.324848 -0.801950 0.769792 0.078 0.374 1.197 0.053
H -0.193294 0.000485 1.201997 -0.988 -0.733 1.407 0.040
H 0.396355 2.157237 0.761906 1.476 -1.941 1.173 0.131
H 1.971369 1.273515 1.606116 -1.060 0.136 -0.183 0.088
H 2.190823 1.038050 -1.180845 0.596 -0.319 -0.238 0.020
H 1.516879 2.659077 -1.058213 1.000 -0.884 1.128 0.098
H 3.077232 2.079149 0.008362 -1.616 0.142 -1.580 0.098
H -1.550156 -1.794422 1.066474 0.749 0.711 0.191 0.040
H -2.265719 -1.431165 2.246535 -0.579 0.348 1.102 0.042
O -1.448364 -1.164763 1.833167 -0.589 -1.213 -1.160 -0.102
H -1.951726 1.344621 1.046416 -0.804 -0.309 -0.552 0.026
H -2.621173 1.510416 -0.435472 -0.950 -0.687 0.091 0.022
O -1.952547 1.773680 0.177454 1.574 1.040 0.497 -0.069
```
Positions in Å, forces in eV/Å.

Multiplicity   2
DFT total energy   -442.24914 Eh
Relative energy (zero: lowest compared OMol25 entry of this formula, charge and spin)   85.0 kcal per mole
Orbital gap (spin up / spin down)   3.03 / 11.66 eV
Highest occupied orbital energy (spin up / spin down)   -0.0944 / -0.4182 Eh